DFT (ωB97M-V/def2-TZVPD) results for a cluster of 7 separate species, C9H24F6N6O15PS3 in total in a non-equilibrium geometry.

Structure (XYZ):
```
64
Properties=species:S:1:pos:R:3:forces:R:3:lowdin_charge:R:1
P -0.44643 -0.22154 1.03356 0.39 2.49 2.83 0.230
F 0.32665 1.05801 0.40238 -0.99 -0.26 -0.44 -0.151
F -1.84908 0.62012 1.11038 0.97 -0.96 0.12 -0.150
F -0.84644 -0.79313 -0.40908 -0.62 -0.52 -0.25 -0.137
F -1.11401 -1.51453 1.83972 -0.48 0.11 -1.06 -0.183
F 0.92996 -1.02458 0.93971 0.09 -1.72 -0.37 -0.164
F 0.06117 0.29572 2.52340 -1.00 -0.14 -0.96 -0.158
C 3.88779 0.29186 1.97017 2.67 2.66 -0.59 -0.752
O 4.96755 0.91081 2.01774 -0.71 -1.01 0.02 0.002
N 3.57172 -0.71735 2.71699 -0.01 -3.56 3.04 0.174
N 2.93922 0.63016 1.13119 -1.47 1.80 -2.97 0.161
H 2.65378 -1.13637 2.76066 0.27 0.23 -0.14 0.102
H 4.31142 -1.10715 3.28357 -0.33 0.15 0.10 0.123
H 3.26233 1.24524 0.39813 -0.25 0.20 0.44 0.104
H 2.01045 0.24397 1.03976 1.12 0.23 0.34 0.028
C -1.76959 -4.49170 -0.11330 0.63 1.08 1.09 -0.698
O -1.78096 -5.54392 -0.60908 -0.60 -5.04 -3.11 0.260
N -2.19433 -3.40889 -0.74497 -2.06 1.92 -2.43 0.433
N -1.09223 -4.16686 0.91534 1.56 0.76 4.48 0.279
H -1.99219 -2.46929 -0.43449 0.50 0.75 -0.09 0.127
H -2.47614 -3.58032 -1.69959 -0.49 0.35 -0.40 0.183
H -0.65856 -4.89448 1.46543 0.04 0.11 0.05 0.169
H -1.22322 -3.24357 1.30326 0.60 0.40 0.49 0.098
C -2.11773 2.75136 -2.40498 -0.47 1.01 -5.12 -0.837
O -2.51186 2.04103 -3.30304 -0.61 -1.45 -0.48 0.042
N -2.25473 2.57488 -1.16578 -1.27 -3.24 5.90 0.174
N -1.58165 3.92920 -2.62278 1.88 3.17 -0.79 0.163
H -1.97843 3.23273 -0.45094 -0.27 -0.61 -0.10 0.124
H -2.60156 1.63890 -1.01169 0.10 0.28 1.17 0.110
H -1.02018 4.21833 -1.83458 0.21 0.95 -0.92 0.100
H -1.50268 4.29283 -3.56173 0.39 -0.13 0.38 0.125
C -4.10259 2.03680 3.01467 0.58 -2.25 0.55 -0.221
C -3.43609 3.18743 3.67957 1.93 0.98 -0.46 -0.200
O -4.27070 3.77964 4.64443 -2.45 -0.18 0.90 -0.185
S -5.84213 3.30471 4.40312 -1.90 0.61 -1.72 0.769
O -6.51815 4.21569 3.44178 2.23 -2.11 2.20 -0.269
O -6.62902 2.94677 5.58261 2.58 0.53 -1.98 -0.239
O -5.33589 1.92762 3.64142 -3.19 0.98 0.74 -0.197
H -3.64922 1.11461 3.37817 0.58 -0.03 -0.27 0.126
H -4.05449 1.92115 1.93189 -0.67 0.85 -0.09 0.125
H -3.15101 3.97168 2.97829 0.19 -0.07 0.02 0.135
H -2.57390 2.76095 4.19225 0.17 0.65 0.09 0.138
C 2.03032 1.06293 -2.25602 -1.83 0.34 0.20 -0.219
C 2.42009 2.45960 -2.71213 0.85 0.04 0.16 -0.145
O 2.40025 2.46733 -4.16665 -0.82 -0.44 -0.70 -0.210
S 1.49866 1.20767 -4.79075 -0.17 0.01 0.02 0.791
O 1.98499 0.64353 -6.07831 -0.41 1.58 4.22 -0.245
O 0.08105 1.55251 -4.74336 2.57 -0.65 0.41 -0.248
O 1.98341 0.30000 -3.43833 -0.59 -1.21 -2.13 -0.216
H 1.04999 1.08068 -1.77984 -0.44 0.17 -0.48 0.099
H 2.58147 0.59807 -1.43857 1.02 -0.12 -0.82 0.099
H 3.43984 2.67066 -2.39015 0.09 0.16 -0.46 0.131
H 1.77550 3.20584 -2.24767 -0.20 0.09 -0.58 0.122
C 1.78879 -3.69333 -1.07041 -0.20 -0.16 1.80 -0.178
C 2.79578 -2.58052 -0.70011 -0.99 0.48 -0.53 -0.186
O 3.92681 -2.96383 -1.40839 2.91 -0.07 -0.87 -0.185
S 4.14296 -4.53761 -1.37327 0.53 -1.22 -0.50 0.714
O 4.40947 -4.96852 -0.01685 -0.24 0.51 -1.55 -0.235
O 4.97648 -5.04622 -2.47743 -2.58 1.74 2.67 -0.223
O 2.53870 -4.73951 -1.64644 0.60 -1.00 -0.93 -0.196
H 0.95295 -3.35322 -1.68178 0.41 -0.14 -0.58 0.126
H 1.36432 -4.09809 -0.15166 -0.18 0.05 0.13 0.105
H 3.01918 -2.45403 0.35923 -0.18 -0.15 -0.05 0.120
H 2.49209 -1.64237 -1.16459 0.02 0.03 0.38 0.114
```
Positions in Å, forces in eV/Å.

The expectation value of S² is 0.761. The gap between HOMO and LUMO (spin up / spin down) is 8.489 / 2.090 eV. Its maximum force is 6.86 eV/A. Its spin multiplicity is 2.

DFT (ωB97M-V/def2-TZVPD) results for a structure of composition C9H24FO3Rb2 in a non-equilibrium geometry.

Structure (XYZ):
```
39
Properties=species:S:1:pos:R:3:forces:R:3:lowdin_charge:R:1
Rb -0.91366 1.55200 21.19384 -0.43 0.04 -0.35 0.315
Rb -5.75770 1.01987 20.41275 0.61 0.29 -0.16 0.674
F -3.27757 2.11635 19.57616 -0.21 0.08 0.32 -0.748
C -2.58206 3.18756 15.06954 0.31 -0.57 -0.06 -0.063
C -1.40077 3.25871 16.05265 -2.10 2.22 0.66 -0.463
C -1.17425 4.72067 16.58568 0.29 -1.05 -1.17 -0.046
O -1.71029 2.46546 17.17000 1.19 -1.42 -0.22 -0.078
H -3.52209 3.50909 15.51792 0.20 0.57 0.03 0.053
H -2.78183 2.14149 14.83728 0.26 -0.20 -0.14 0.073
H -2.36570 3.69032 14.12693 -0.18 0.25 0.05 0.076
H -0.50298 2.95374 15.51501 0.14 -0.52 0.56 0.132
H -2.07603 5.26575 16.86455 -0.20 -0.39 0.13 0.075
H -0.72436 5.26494 15.75533 0.34 0.37 0.27 0.068
H -0.51424 4.61000 17.44604 0.13 0.42 -0.12 0.074
H -2.40707 2.82626 17.72311 -0.29 0.16 0.22 0.044
C -5.74636 2.38184 16.59562 -0.11 -0.17 0.26 -0.034
C -7.11327 1.83035 17.04076 1.33 1.28 -0.65 -0.526
C -7.13542 0.37413 17.12535 -0.10 -1.87 -2.35 -0.080
O -7.31577 2.28166 18.34230 -0.55 0.95 2.27 -0.152
H -5.31286 1.94612 15.69543 -0.42 -0.03 -0.17 0.080
H -5.04724 2.13107 17.39341 0.20 0.15 0.13 0.068
H -5.77486 3.46751 16.50282 0.00 -0.03 -0.02 0.088
H -7.91775 2.20299 16.40668 -0.02 -0.16 -0.23 0.149
H -6.84659 0.03388 16.13091 -0.42 -0.21 -0.52 0.090
H -8.16637 0.04796 17.26261 0.30 -0.50 0.58 0.096
H -6.33814 -0.16532 17.63667 -0.29 0.46 1.04 0.076
H -8.02963 2.91514 18.44582 0.08 0.07 -0.31 0.104
C -3.85853 6.74928 21.15973 0.29 -0.72 -0.96 -0.049
C -3.55163 5.24175 21.09950 -2.03 -1.13 1.35 -0.476
C -4.53563 4.43053 22.07500 0.89 1.15 -0.13 -0.047
O -3.69043 4.75023 19.80472 -0.07 1.73 -0.73 -0.068
H -4.92863 6.93507 21.06762 -0.03 0.02 0.35 0.075
H -3.42209 7.17148 20.25454 0.20 0.20 0.05 0.074
H -3.40115 7.23167 22.02358 -0.28 -0.07 0.06 0.078
H -2.56235 5.08083 21.52788 0.42 -0.09 -0.25 0.116
H -4.58880 3.35572 21.90162 0.65 -0.01 -0.09 0.016
H -5.57418 4.76144 22.07848 0.02 0.44 -0.29 0.065
H -4.11743 4.64354 23.05878 -0.31 -0.41 0.37 0.070
H -3.49517 3.81278 19.73646 0.21 -1.31 0.20 -0.002
```
Positions in Å, forces in eV/Å.

The expectation value of S² is 0.750. The gap between HOMO and LUMO (spin up / spin down) is 2.471 / 8.920 eV. Its maximum force is 3.13 eV/A. Its spin multiplicity is 2.

DFT (ωB97M-V/def2-TZVPD) results for a structure of composition C9H24O13V in a non-equilibrium geometry.

Structure (XYZ):
```
47
Properties=species:S:1:pos:R:3:forces:R:3:lowdin_charge:R:1
O 20.34467 11.98377 8.34997 -0.36 0.47 -0.27 -0.399
V 21.51533 12.91583 8.93211 1.83 0.56 -1.19 0.989
O 21.44380 12.78266 10.49250 -0.04 -0.32 1.10 -0.355
C 23.33328 14.19977 7.59417 1.30 1.40 -0.20 -0.908
O 22.35830 13.63560 6.94044 -1.02 -0.69 1.06 -0.158
O 23.34525 13.93544 8.90321 -1.43 -1.06 -0.18 -0.188
O 24.17585 14.96550 7.09258 -0.54 -0.68 0.12 -0.044
C 22.84536 12.51089 14.04938 -0.71 0.81 0.75 -0.243
C 24.08404 11.67657 13.92391 -1.18 -0.75 -1.03 -0.269
O 24.81458 11.62836 15.13360 0.29 0.04 -0.42 -0.055
O 23.07180 13.84955 14.51038 0.25 -0.14 -0.42 -0.072
H 22.10653 12.10049 14.75252 0.27 -0.54 -0.09 0.118
H 22.35028 12.54857 13.07952 0.12 0.22 -0.12 0.106
H 24.63137 11.97513 13.02378 0.49 0.49 0.48 0.129
H 23.69033 10.68835 13.62208 0.23 -0.13 0.39 0.117
H 25.70097 11.36886 14.86687 0.11 0.03 0.37 0.085
H 23.54529 13.76537 15.34392 0.08 0.02 -0.02 0.069
C 20.69638 16.50371 11.94426 -0.10 -0.13 0.80 -0.252
C 20.03406 15.35894 11.24283 -0.01 -0.73 -0.44 -0.237
O 20.33422 15.29022 9.85624 0.41 -0.35 -0.24 -0.070
O 20.20835 17.73961 11.44817 0.05 0.08 0.07 -0.059
H 21.78798 16.43593 11.93470 -0.01 -0.01 -0.56 0.130
H 20.43876 16.37041 13.00966 -0.12 0.15 -0.07 0.117
H 18.94835 15.37129 11.38593 0.02 0.24 0.08 0.125
H 20.40504 14.42876 11.68693 -0.01 0.10 0.06 0.096
H 19.56838 15.43529 9.29232 0.07 0.19 -0.05 0.051
H 20.70026 18.43676 11.88931 -0.02 0.07 -0.11 0.077
C 22.76262 9.62789 9.22277 -0.26 0.09 0.81 -0.216
C 21.53457 8.85643 8.86781 -0.40 -1.17 -0.67 -0.233
O 21.67558 8.39823 7.50929 0.03 0.18 0.04 -0.074
O 22.77251 10.91313 8.62921 0.59 0.12 -0.01 -0.087
H 23.66525 9.06582 8.96690 -0.05 0.04 -0.25 0.129
H 22.77966 9.72650 10.31142 -0.01 0.42 -0.07 0.125
H 20.61901 9.44042 8.97435 0.18 0.31 0.06 0.113
H 21.44136 7.94713 9.47734 0.17 0.26 0.37 0.117
H 20.92882 7.82404 7.32340 -0.03 0.10 -0.15 0.076
H 23.00878 10.78867 7.70239 -0.18 0.43 -0.11 0.120
C 16.96558 14.65830 8.26763 -0.57 -0.19 -0.69 -0.247
C 17.99568 14.31560 7.22791 0.98 -0.67 -0.01 -0.229
O 19.13087 15.17028 7.34867 -0.47 0.79 0.22 -0.073
O 16.40446 15.94357 8.04098 0.10 0.17 0.21 -0.067
H 17.33012 14.50578 9.28868 0.13 0.26 -0.01 0.116
H 16.13341 13.96812 8.10432 0.05 -0.13 0.25 0.120
H 17.55774 14.38132 6.22995 -0.06 0.05 0.01 0.125
H 18.40955 13.31277 7.38635 -0.52 -0.19 -0.03 0.103
H 19.46423 15.43297 6.48844 0.23 -0.17 0.01 0.106
H 17.11957 16.54452 7.80184 0.11 -0.06 0.13 0.079
```
Positions in Å, forces in eV/Å.

As for the charge: -1. The gap between HOMO and LUMO is 6.719 eV. The calculation puts the energy relative to the best compared isomer or geometry (same formula, charge and spin) at 0.0 kJ/mol. Its maximum force is 2.25 eV/A.

What is the maximum force in the first record? 6.86 eV/A

The highest maximum force belongs to which entry? C9H24F6N6O15PS3